# 1
{
  "formula": "C4H11NOS",
  "method": "wB97M-V/def2-TZVPD",
  "smiles": "CS(C)(#N)O.C=C",
  "relative_energy_kj_mol": 663.69,
  "species": ["C", "C", "C", "C", "N", "O", "S", "H", "H", "H", "H", "H", "H", "H", "H", "H", "H", "H"],
  "positions_angstrom": [[2.059285, -1.469012, -0.506770], [-1.873338, -1.536545, -0.242156], [-2.040364, 1.255079, -0.267086], [1.868119, -1.471433, 0.781277], [-0.168196, 0.074203, 1.336313], [-0.136115, 0.035399, -1.480139], [-0.904717, -0.072479, 0.105301], [1.680950, -2.285381, -1.150060], [0.578332, -0.357682, -1.636947], [2.764493, -0.833375, -0.976162], [-1.151836, -2.390556, -0.699619], [-2.205394, -1.828267, 0.724711], [-2.644490, -1.234993, -0.858640], [-1.733080, 1.650407, -1.215881], [-3.004597, 0.774587, -0.562063], [-2.187911, 2.046978, 0.505240], [2.332517, -0.559015, 1.352062], [1.560602, -2.304370, 1.428628]],
  "forces_ev_per_a": [[-0.062, -2.303, -1.424], [3.630, -2.149, -0.189], [-1.677, -0.180, -0.897], [2.159, 1.731, 2.876], [-0.415, -0.293, -0.093], [-10.846, 5.762, 2.424], [1.495, 1.075, -0.160], [0.278, 0.275, 0.376], [9.379, -5.430, -1.235], [0.086, 1.124, -0.420], [-1.842, 2.188, 1.009], [-0.462, -0.440, 0.716], [-1.526, 0.069, -1.516], [0.487, 0.611, -0.263], [0.419, 0.470, 0.727], [0.523, -1.093, -0.422], [-0.985, -2.030, -0.876], [-0.641, 0.612, -0.634]],
  "lowdin_charge": [-0.156, -0.176, -0.182, -0.142, -0.319, -0.215, 0.674, 0.067, -0.135, 0.049, 0.129, 0.045, 0.010, 0.041, 0.061, 0.086, 0.095, 0.066]
}

---

# 2
{
  "formula": "C24H42N2O27S6",
  "method": "wB97M-V/def2-TZVPD",
  "smiles": "CCO[C@@](C#N)(CC#N)CCCCOC(C)=O.O=S1(=O)OCCO1.O=S1(=O)OCCO1.O=S1(=O)OCCO1.O=S1(=O)OCCO1.O=S1(=O)OCCO1.O=S1(=O)OCCO1",
  "species": ["C", "C", "O", "C", "C", "N", "C", "C", "N", "C", "C", "C", "C", "O", "C", "C", "O", "H", "H", "H", "H", "H", "H", "H", "H", "H", "H", "H", "H", "H", "H", "H", "H", "H", "H", "C", "C", "O", "S", "O", "O", "O", "H", "H", "H", "H", "C", "C", "O", "S", "O", "O", "O", "H", "H", "H", "H", "C", "C", "O", "S", "O", "O", "O", "H", "H", "H", "H", "C", "C", "O", "S", "O", "O", "O", "H", "H", "H", "H", "C", "C", "O", "S", "O", "O", "O", "H", "H", "H", "H", "C", "C", "O", "S", "O", "O", "O", "H", "H", "H", "H"],
  "positions_angstrom": [[3.160159, 1.618344, -1.104823], [2.419220, 0.357438, -1.498928], [2.461545, -0.625295, -0.454175], [1.378602, -0.708995, 0.424053], [1.001351, 0.631118, 0.918049], [0.719530, 1.663148, 1.344738], [0.111496, -1.337443, -0.257805], [0.434508, -1.906419, -1.543270], [0.685646, -2.382135, -2.561445], [1.817384, -1.534873, 1.630269], [3.140872, -1.085647, 2.221310], [3.445345, -1.772280, 3.563886], [4.586226, -2.751269, 3.471851], [5.725758, -2.031495, 2.992306], [6.950523, -2.573353, 2.913975], [7.107004, -3.970616, 3.411162], [7.841672, -1.927722, 2.426335], [3.971054, 1.371632, -0.425164], [2.510888, 2.325206, -0.596165], [3.556862, 2.104935, -1.990790], [2.865670, -0.115158, -2.366761], [1.383471, 0.570720, -1.770348], [-0.295997, -2.112123, 0.386036], [-0.687638, -0.618895, -0.404955], [1.862947, -2.574423, 1.304994], [1.038583, -1.450787, 2.388284], [3.938201, -1.296195, 1.517445], [3.111125, -0.006055, 2.356730], [2.576148, -2.324129, 3.916847], [3.692738, -1.028345, 4.316961], [4.789784, -3.185606, 4.447695], [4.352712, -3.568723, 2.788157], [8.157600, -4.119586, 3.630316], [6.539016, -4.163112, 4.312694], [6.792069, -4.679648, 2.650181], [-4.010679, 2.166133, -0.686797], [-3.250433, 2.113167, 0.622940], [-3.886217, 1.022402, 1.331581], [-4.328125, -0.099693, 0.309940], [-3.349218, -1.128028, 0.245259], [-5.682715, -0.443908, 0.564745], [-4.224341, 0.771142, -1.011410], [-4.979263, 2.653985, -0.579536], [-3.447038, 2.626366, -1.490538], [-3.351994, 3.015546, 1.216115], [-2.193776, 1.882065, 0.483828], [-7.538211, -0.591023, -2.189493], [-7.561118, -2.097659, -2.346364], [-8.331282, -2.294172, -3.550601], [-8.047801, -1.113251, -4.575017], [-7.083102, -1.496652, -5.538614], [-9.300560, -0.586840, -4.994424], [-7.372471, -0.118803, -3.540830], [-8.477522, -0.206610, -1.790091], [-6.709391, -0.237570, -1.589399], [-8.070084, -2.605983, -1.533915], [-6.562500, -2.512636, -2.485540], [8.024703, 4.852338, -0.719412], [7.738068, 3.365936, -0.616196], [6.314256, 3.319589, -0.421375], [5.609771, 4.493126, -1.229656], [5.141362, 4.018430, -2.482543], [4.728857, 5.171210, -0.349573], [6.919278, 5.357805, -1.489817], [8.029213, 5.337239, 0.257101], [8.941671, 5.076939, -1.255544], [8.210865, 2.890981, 0.237714], [7.993296, 2.833541, -1.533009], [-10.757878, 2.266378, -4.456179], [-11.964174, 2.411178, -3.551308], [-11.407643, 2.957169, -2.343994], [-10.201811, 3.940475, -2.691089], [-10.649837, 5.285712, -2.707384], [-9.092768, 3.564512, -1.889915], [-9.996028, 3.461669, -4.191221], [-10.154209, 1.397109, -4.205584], [-11.008792, 2.244216, -5.512179], [-12.431803, 1.461454, -3.309975], [-12.704678, 3.104227, -3.953294], [0.450663, 5.413551, -1.104022], [-0.032468, 3.979953, -1.083481], [-1.450962, 4.114421, -0.844823], [-2.003119, 5.430534, -1.567520], [-2.571445, 5.072741, -2.817551], [-2.754323, 6.166162, -0.617592], [-0.592219, 6.106457, -1.820527], [0.534919, 5.835180, -0.102747], [1.381581, 5.544470, -1.646279], [0.396034, 3.377912, -0.288731], [0.130378, 3.493080, -2.047777], [5.522865, -9.191618, 4.714168], [6.795772, -8.497195, 4.269559], [6.348879, -7.170248, 3.942025], [5.172507, -6.728905, 4.921521], [5.689141, -5.950962, 5.989666], [4.105992, -6.232377, 4.129719], [4.836211, -8.180706, 5.472370], [4.900544, -9.487768, 3.869410], [5.701429, -10.040967, 5.366350], [7.237210, -8.934327, 3.379403], [7.534457, -8.440816, 5.069806]],
  "forces_ev_per_a": [[-0.173, 0.060, -0.051], [-0.149, -0.023, 0.087], [0.179, -0.144, 0.049], [-0.114, 0.034, -0.333], [-0.152, 0.759, 0.413], [-0.015, -0.400, -0.241], [0.025, 0.237, 0.401], [0.235, -0.757, -0.931], [-0.130, 0.295, 0.474], [-0.012, -0.127, -0.021], [-0.073, -0.083, 0.130], [0.026, 0.129, -0.269], [0.112, -0.232, 0.030], [-0.156, 0.460, -0.013], [0.031, 0.143, -0.316], [0.368, -0.160, 0.282], [-0.108, -0.086, 0.165], [0.207, -0.021, -0.057], [-0.009, 0.078, 0.110], [0.120, 0.072, -0.046], [0.131, -0.125, -0.026], [-0.131, 0.030, -0.028], [-0.076, -0.098, 0.057], [-0.126, 0.182, 0.040], [0.032, -0.137, 0.018], [-0.176, -0.105, 0.008], [0.117, 0.104, -0.107], [0.066, 0.133, 0.011], [-0.130, -0.021, 0.137], [-0.008, 0.061, 0.113], [0.001, -0.014, 0.123], [-0.004, -0.062, -0.107], [0.119, -0.135, -0.098], [-0.075, -0.025, 0.110], [-0.062, -0.060, -0.119], [-0.092, 0.142, 0.038], [0.111, 0.007, -0.077], [-0.046, 0.130, 0.031], [0.056, -0.049, 0.015], [0.143, -0.062, -0.044], [-0.092, -0.034, 0.039], [0.086, 0.049, -0.030], [-0.012, -0.011, 0.010], [0.007, -0.105, -0.083], [-0.067, -0.032, 0.071], [-0.015, -0.019, 0.002], [-0.104, -0.025, 0.108], [0.069, 0.004, 0.054], [-0.024, -0.056, 0.051], [-0.009, 0.094, 0.032], [0.050, -0.023, -0.033], [-0.145, -0.071, -0.077], [0.149, 0.044, 0.012], [-0.008, 0.000, -0.017], [0.055, 0.068, -0.070], [-0.056, -0.021, -0.034], [0.003, 0.015, -0.016], [0.047, -0.009, 0.084], [0.086, -0.017, -0.058], [-0.019, -0.006, 0.098], [0.046, -0.039, -0.067], [-0.044, 0.039, -0.084], [-0.121, 0.015, 0.061], [0.066, 0.000, -0.017], [-0.012, -0.014, 0.005], [-0.033, 0.028, -0.064], [-0.062, -0.011, 0.042], [-0.007, 0.015, -0.009], [0.040, -0.121, 0.034], [-0.060, 0.008, -0.093], [-0.041, -0.079, 0.058], [0.017, -0.007, 0.001], [0.000, 0.060, -0.024], [0.066, -0.046, 0.069], [-0.054, 0.079, -0.089], [-0.026, -0.012, -0.004], [0.041, 0.100, -0.024], [0.024, -0.008, 0.071], [0.020, 0.017, 0.000], [0.067, -0.003, 0.123], [0.109, -0.066, -0.145], [0.134, -0.051, 0.112], [0.079, -0.099, -0.044], [-0.036, 0.050, -0.057], [-0.074, -0.001, 0.085], [0.028, 0.057, -0.092], [-0.013, -0.010, 0.012], [-0.011, 0.041, -0.063], [-0.103, 0.059, 0.125], [-0.084, 0.020, -0.008], [0.009, -0.056, -0.080], [0.049, -0.045, 0.052], [0.007, -0.038, -0.090], [0.031, -0.028, -0.024], [-0.017, 0.031, 0.081], [-0.035, 0.073, -0.074], [-0.011, -0.033, 0.096], [0.007, 0.016, -0.009], [-0.026, 0.032, 0.066], [-0.018, 0.053, -0.047], [-0.014, 0.000, 0.012]],
  "lowdin_charge": [-0.052, -0.215, -0.094, -0.470, -0.135, 0.216, -0.070, -0.214, 0.180, -0.119, -0.163, -0.147, -0.190, 0.007, -0.530, 0.013, 0.104, 0.089, 0.050, 0.067, 0.125, 0.117, 0.133, 0.112, 0.141, 0.135, 0.116, 0.119, 0.118, 0.121, 0.118, 0.134, 0.098, 0.053, 0.100, -0.127, -0.143, -0.178, 0.572, -0.227, -0.226, -0.189, 0.144, 0.120, 0.142, 0.111, -0.140, -0.138, -0.187, 0.586, -0.209, -0.237, -0.183, 0.139, 0.098, 0.138, 0.138, -0.147, -0.145, -0.194, 0.570, -0.227, -0.222, -0.186, 0.135, 0.136, 0.139, 0.136, -0.145, -0.151, -0.192, 0.581, -0.218, -0.227, -0.185, 0.099, 0.140, 0.135, 0.133, -0.131, -0.153, -0.224, 0.577, -0.216, -0.213, -0.181, 0.140, 0.138, 0.084, 0.138, -0.145, -0.146, -0.201, 0.571, -0.218, -0.217, -0.183, 0.136, 0.137, 0.137, 0.136]
}

---

# 3
{
  "formula": "C6H14",
  "method": "wB97M-V/def2-TZVPD",
  "relative_energy_kj_mol": 593.00,
  "species": ["C", "C", "C", "C", "C", "C", "H", "H", "H", "H", "H", "H", "H", "H", "H", "H", "H", "H", "H", "H"],
  "positions_angstrom": [[0.250071, 2.190589, 1.254449], [0.790169, 0.743112, 1.467602], [0.064735, -0.352146, 0.768247], [0.097764, -0.358460, -0.579405], [-0.909975, -0.612954, -1.586769], [0.322164, -1.987076, -1.340585], [1.074439, 2.892782, 1.305691], [-0.404124, 2.478642, 2.074843], [-0.194303, 2.255364, 0.267181], [1.855971, 0.721599, 1.214232], [0.761588, 0.601118, 2.549475], [-2.396026, 0.920840, 0.886170], [-0.820968, -0.806081, 1.195978], [0.924288, 0.244163, -0.939471], [-1.801811, -1.164030, -1.411072], [-2.846285, 1.391245, 0.510434], [-0.683824, -0.077311, -2.488079], [-0.398130, -2.777308, -1.170071], [1.172017, -2.274557, -0.763098], [0.617297, -2.067817, -2.376573]],
  "forces_ev_per_a": [[0.688, -0.646, 0.120], [0.477, 0.312, 1.000], [-1.078, 0.050, 0.300], [-0.511, 3.007, 1.644], [2.846, -1.695, 0.725], [-1.429, -1.597, -3.267], [0.267, 0.213, -0.097], [-0.511, -0.050, -0.343], [-0.379, 0.297, 0.041], [0.004, 0.033, -0.139], [0.169, -0.309, 0.066], [-0.164, 0.194, -0.201], [-0.054, 0.072, 0.508], [0.129, -0.001, -0.522], [-0.710, 0.272, 0.158], [0.108, -0.204, 0.144], [-0.329, -0.474, -0.602], [-0.247, -0.113, 0.168], [0.461, 0.952, 0.688], [0.265, -0.312, -0.390]],
  "lowdin_charge": [-0.123, -0.288, -0.219, -0.384, 0.000, -0.038, 0.054, 0.058, 0.051, 0.095, 0.090, 0.025, 0.083, 0.138, 0.088, 0.048, 0.095, 0.078, 0.085, 0.063]
}

---

Number 1: gap between HOMO and LUMO 0.3346 Eh, DFT total energy -686.95655 Ha, molar mass 121.2 g mol⁻¹. Number 2: gap between HOMO and LUMO 0.3868 Eh, DFT total energy -5469.67473 Ha, molar mass 983.0 g mol⁻¹. Number 3: gap between HOMO and LUMO 0.2704 Eh, DFT total energy -236.78554 Ha, molar mass 86.2 g mol⁻¹.